{
  "formula": "C3H3Cl2OP",
  "method": "the ωB97M-V functional and the def2-TZVPD basis",
  "total_energy_ev": -39535.745,
  "molar_mass_da": 156.94,
  "e_homo_ev": [-10.939, -10.264],
  "relative_energy_kcal_mol": 92.8,
  "total_charge": 0,
  "homo_lumo_gap_ev": [7.6, 7.2],
  "elements": ["C", "C", "C", "O", "P", "Cl", "Cl", "H", "H", "H"],
  "xyz": [[1.632, 0.435, -0.279], [2.190, 0.845, -1.290], [1.198, 0.435, 1.117], [-3.006, 0.078, -0.215], [-1.801, -0.425, -0.845], [-2.063, -0.705, -2.910], [-1.454, -2.306, -0.167], [1.942, 1.039, 1.834], [0.365, 1.051, 1.044], [0.998, -0.447, 1.712]]
}